# C4H7Cl2FO

A cluster of 2 separate species, C4H7Cl2FO in total at a distorted geometry (ωB97M-V/def2-TZVPD, the Open Molecules 2025 dataset).

CARTESIAN COORDINATES (ANGSTROEM)
C (-0.9954, -0.1802, -1.6896)
C (-0.6909, -0.1117, 2.1073)
C (1.8173, -0.0552, -0.5669)
C (-0.4495, 0.1593, -0.3672)
O (-0.9275, -0.4044, 0.7315)
F (-0.4979, 1.5583, -0.2115)
Cl (2.0890, -1.6036, 0.2463)
Cl (2.5903, 1.3384, 0.1823)
H (-2.0267, -0.1482, -1.7258)
H (-0.8049, 0.4760, -2.4990)
H (-0.5287, -1.0773, -1.9455)
H (-1.0483, 0.8152, 2.2783)
H (0.4848, -0.0087, 2.2155)
H (-1.0522, -0.7949, 2.8264)
H (2.0404, 0.0372, -1.5821)

Atomic forces in eV per Å
C 1.039 -0.178 0.414
C 5.453 0.017 -1.665
C -3.583 0.459 2.452
C 3.049 3.415 1.499
O -1.063 -2.350 -1.211
F 0.191 -0.708 0.019
Cl 0.291 0.521 -0.584
Cl -0.151 -0.355 0.167
H -2.451 -0.822 0.524
H 1.222 1.248 -0.207
H -0.008 -1.951 -0.657
H -1.385 3.101 0.787
H -2.268 -0.379 0.099
H -0.657 -1.301 -0.109
H 0.321 -0.719 -1.529

- Kohn-Sham gap (eV) = 9.195
- largest force on an atom (hartree/bohr) = 0.111
- total charge = 0
- LUMO (eV) = 0.77
- 2S+1 = 1
- energy above the lowest of the compared OMol25 structures with the same formula, charge and spin (kJ/mol) = 230.8
- E_tot (eV) = -34068.066

=====

# C15H40F2O5Zn

A structure of composition C15H40F2O5Zn at a distorted geometry (ωB97M-V/def2-TZVPD, the Open Molecules 2025 dataset).

CARTESIAN COORDINATES (ANGSTROEM)
Zn (0.7932, 0.6404, -0.4125)
F (2.8582, 0.8039, -0.5184)
F (-1.2306, 0.7106, -0.4949)
C (-0.9405, -1.0118, -3.4549)
C (0.0575, -1.6282, -2.4755)
C (0.7990, -2.8068, -2.9613)
O (1.0034, -0.6665, -2.0666)
H (-1.6882, -1.7207, -3.8107)
H (-0.4704, -0.5787, -4.3378)
H (-1.5393, -0.1637, -3.1228)
H (-0.4910, -1.9817, -1.6024)
H (1.5962, -3.2204, -2.3435)
H (1.2811, -2.5474, -3.9039)
H (0.0327, -3.5365, -3.2226)
H (1.8295, -0.9173, -2.4864)
C (-2.6561, -2.8133, 2.6883)
C (-2.8663, -1.9209, 1.4795)
C (-3.5306, -0.5778, 1.7225)
O (-1.6450, -1.6347, 0.9694)
H (-3.5655, -2.9626, 3.2704)
H (-2.0651, -2.3660, 3.4875)
H (-2.2636, -3.7934, 2.4174)
H (-3.4587, -2.4371, 0.7240)
H (-2.9851, 0.0698, 2.4089)
H (-4.5340, -0.7098, 2.1272)
H (-3.6482, -0.0827, 0.7586)
H (-1.6241, -0.7927, 0.5087)
C (0.7077, 1.7942, 3.5831)
C (-0.1839, 1.7170, 2.3092)
C (-1.0453, 3.0099, 2.2040)
O (0.7416, 1.8042, 1.2447)
H (1.3940, 0.9517, 3.6685)
H (0.0899, 1.5838, 4.4560)
H (1.2377, 2.7229, 3.7951)
H (-0.7703, 0.7996, 2.2563)
H (-1.4469, 2.9197, 1.1947)
H (-0.4350, 3.9130, 2.2124)
H (-1.8696, 2.9608, 2.9155)
H (1.2965, 2.5669, 1.4236)
C (2.0993, -2.1167, 2.6411)
C (1.7730, -2.0211, 1.1279)
C (1.0169, -3.3431, 0.6289)
O (0.8937, -0.9626, 0.8930)
H (2.3126, -1.1682, 3.1341)
H (2.9823, -2.6914, 2.9205)
H (1.3117, -2.5750, 3.2392)
H (2.6698, -1.9235, 0.5161)
H (0.3881, -3.1308, -0.2358)
H (0.3250, -3.7579, 1.3619)
H (1.7005, -4.1619, 0.4042)
H (0.0369, -1.2845, 1.1826)
C (1.1417, 2.8649, -4.1151)
C (1.4899, 3.0469, -2.6111)
C (1.2670, 4.4650, -2.0962)
O (0.6291, 2.2493, -1.9081)
H (0.2130, 3.3682, -4.3837)
H (1.0853, 1.7974, -4.3282)
H (1.9309, 3.3316, -4.7045)
H (2.4881, 2.6865, -2.3624)
H (0.2588, 4.7894, -2.3538)
H (1.9349, 5.2179, -2.5145)
H (1.5121, 4.5469, -1.0373)
H (-0.2252, 2.6750, -2.0104)

Atomic forces in eV per Å
Zn 1.103 0.258 -0.804
F -1.250 -0.016 -0.071
F 0.569 -0.499 0.357
C -0.334 0.191 -0.757
C -1.113 0.464 0.741
C -0.095 -0.834 -1.918
O 0.122 0.321 -0.029
H 0.162 -0.364 0.025
H 0.507 -0.378 -0.185
H 0.295 -0.111 0.994
H -0.195 0.498 0.308
H -0.459 0.094 0.497
H 0.131 0.012 -0.330
H 0.350 -0.523 0.092
H 0.446 0.549 0.361
C -0.790 -0.008 0.864
C -1.408 0.442 1.110
C -1.161 -0.260 0.350
O 3.001 -0.518 -0.849
H -0.541 -0.291 -0.516
H 0.742 0.269 -0.472
H 0.126 0.116 -0.008
H -0.258 -0.355 -0.016
H 0.212 -0.111 -0.029
H -0.118 0.020 0.086
H 0.154 0.192 0.041
H -0.276 0.967 -0.930
C -1.184 -1.595 0.832
C 1.289 2.648 1.772
C -0.319 -1.901 -0.771
O 0.091 -0.120 -0.516
H 0.352 0.108 -0.613
H -0.365 0.425 0.212
H -0.127 0.147 -0.548
H 0.212 0.143 -0.203
H -0.400 0.258 -0.029
H -0.042 -0.055 0.531
H 0.126 0.524 0.110
H 0.349 -0.087 -0.297
C 0.395 -0.006 0.353
C -0.300 -2.653 0.403
C 0.592 0.434 0.494
O 0.194 0.661 0.185
H -0.182 0.413 -0.523
H 0.160 -0.349 -0.646
H -0.433 0.003 -0.315
H -0.080 0.516 0.140
H 0.376 0.076 -0.069
H 0.027 0.311 0.366
H 0.205 0.142 -0.145
H -0.829 -0.103 0.186
C 1.088 0.531 0.660
C 0.752 1.103 -1.346
C 1.034 0.555 -0.422
O -1.519 -1.217 1.285
H -0.190 -0.106 0.156
H -0.018 0.102 -0.094
H 0.013 -0.125 -0.252
H 0.095 0.027 -0.221
H -0.197 0.019 0.367
H 0.103 -0.126 -0.539
H -0.569 -0.316 0.175
H -0.622 -0.511 0.409

- Kohn-Sham gap (eV) = 10.222
- largest force on an atom (hartree/bohr) = 0.067
- total charge = 0
- LUMO (eV) = 0.66
- 2S+1 = 1
- energy above the lowest of the compared OMol25 structures with the same formula, charge and spin (kJ/mol) = 55.2
- E_tot (eV) = -80295.685

=====

# C6H8O2

An isolated molecule of C6H8O2 at a distorted geometry (ωB97M-V/def2-TZVPD, the Open Molecules 2025 dataset).

CARTESIAN COORDINATES (ANGSTROEM)
C (-0.1735, -2.1039, 0.1659)
C (-0.6512, -0.6820, 0.1633)
O (-1.9052, -0.3374, 0.0992)
C (-2.0206, 1.0037, 0.1276)
C (-0.8178, 1.5504, 0.0787)
C (0.1130, 0.4690, 0.0551)
C (1.5817, 0.7244, 0.0960)
O (2.2601, 0.0827, -0.9614)
H (0.8396, -1.9792, 0.4095)
H (-0.9464, -2.4852, 0.8335)
H (-0.3306, -2.5697, -0.8242)
H (-3.0626, 1.3814, 0.2521)
H (-0.6729, 2.5680, 0.0933)
H (1.6481, 1.7784, 0.2902)
H (2.0633, 0.0536, 0.9185)
H (2.0751, 0.5458, -1.7973)

Atomic forces in eV per Å
C -3.204 1.475 -1.018
C 3.540 1.335 -1.805
O -2.637 -1.113 0.713
C -2.674 0.158 0.030
C 0.212 -1.137 -0.054
C -0.297 0.076 0.750
C -0.111 -3.802 1.985
O 0.486 1.129 -1.621
H 1.295 -0.906 0.790
H 0.959 -1.225 0.568
H 0.317 0.176 0.425
H 1.248 -0.354 -0.338
H 0.698 2.042 0.003
H 1.120 0.578 -0.298
H -0.976 1.871 -0.459
H 0.025 -0.302 0.328

- Kohn-Sham gap (eV) = 9.198
- largest force on an atom (hartree/bohr) = 0.083
- total charge = 0
- LUMO (eV) = 0.87
- 2S+1 = 1
- energy above the lowest of the compared OMol25 structures with the same formula, charge and spin (kJ/mol) = 185.2
- E_tot (eV) = -10444.807

=====

# C4H5IO3

An isolated molecule of C4H5IO3 at a distorted geometry (ωB97M-V/def2-TZVPD, the Open Molecules 2025 dataset).

CARTESIAN COORDINATES (ANGSTROEM)
C (-0.9935, -1.1950, 0.3643)
C (0.4958, -0.6415, 0.3548)
O (0.8942, -0.2196, -1.0112)
C (0.7290, 1.1292, -1.1958)
I (-1.1837, 1.8171, -2.1577)
O (0.6485, 1.7298, 0.2479)
C (0.4644, 0.7099, 1.1122)
O (0.2840, 0.8505, 2.2833)
H (-1.6073, -0.4441, -0.0411)
H (-1.3994, -1.5701, 1.2373)
H (-1.0417, -2.1883, -0.1747)
H (1.1464, -1.4903, 0.7273)
H (1.5633, 1.5124, -1.7466)

Atomic forces in eV per Å
C 2.421 -1.462 -2.278
C -1.617 -0.297 -0.231
O -0.413 -0.216 0.841
C -1.254 -0.319 3.261
I 0.971 -0.417 0.325
O 0.300 -0.963 -2.518
C 0.728 -0.884 -0.132
O -0.039 0.104 -0.138
H -1.071 0.588 -0.708
H -0.229 0.210 2.697
H 0.226 1.420 -0.473
H -0.192 1.631 -0.487
H 0.168 0.605 -0.157

- Kohn-Sham gap (eV) = 9.888
- largest force on an atom (hartree/bohr) = 0.071
- total charge = 0
- LUMO (eV) = -0.10
- 2S+1 = 1
- energy above the lowest of the compared OMol25 structures with the same formula, charge and spin (kJ/mol) = 130.3
- E_tot (eV) = -18471.037

=====

# C4H10N4

An isolated molecule of C4H10N4 at a distorted geometry (ωB97M-V/def2-TZVPD, the Open Molecules 2025 dataset).

CARTESIAN COORDINATES (ANGSTROEM)
C (0.3410, -1.1373, -1.5733)
C (-0.4216, 0.2859, 0.8022)
C (0.4140, 1.1647, 0.1410)
C (-0.7054, -0.4162, -0.7610)
N (-1.6111, 0.7185, 1.3721)
N (1.6832, 1.1385, -0.2922)
N (0.7630, 0.3520, 1.9227)
N (-1.9584, -0.6176, -0.9367)
H (-2.0775, 0.3201, 2.1807)
H (-2.2411, 1.1012, 0.6713)
H (2.0442, 1.9876, -0.7002)
H (2.3761, 0.4014, -0.2651)
H (0.2382, 0.2180, 2.7791)
H (1.5050, -0.3222, 1.7835)
H (-2.1429, -1.2590, -1.7111)
H (0.6549, -0.4955, -2.3994)
H (1.2178, -1.4047, -0.9820)
H (-0.0795, -2.0358, -2.0317)

Atomic forces in eV per Å
C 0.162 0.465 -0.291
C 3.921 -0.113 -1.001
C 0.812 4.964 -2.164
C -2.218 -3.416 1.458
N -0.814 1.240 0.080
N -1.559 -0.202 -0.147
N -2.422 -1.661 1.118
N 1.073 0.330 0.198
H 0.575 -0.443 -0.643
H 0.094 -0.250 0.457
H -0.232 -0.157 -0.036
H 0.063 -0.472 0.338
H 0.633 -0.366 0.503
H -0.289 -0.349 0.168
H 0.103 0.405 -0.324
H 0.213 0.005 0.114
H -0.056 0.003 -0.064
H -0.061 0.017 0.236

- Kohn-Sham gap (eV) = 7.498
- largest force on an atom (hartree/bohr) = 0.106
- total charge = 0
- LUMO (eV) = 0.71
- 2S+1 = 1
- energy above the lowest of the compared OMol25 structures with the same formula, charge and spin (kJ/mol) = 635.5
- E_tot (eV) = -10264.264

=====

# C9H11N2

The ion C9H11N2 with charge +1 at a distorted geometry (ωB97M-V/def2-TZVPD, the Open Molecules 2025 dataset).

CARTESIAN COORDINATES (ANGSTROEM)
C (2.4992, -1.8627, -0.2503)
C (1.2289, -1.2331, -0.1149)
C (-0.0256, -1.8493, -0.0453)
C (-1.2110, -1.2134, 0.0397)
N (-1.3978, 0.1613, 0.0721)
C (-2.7598, 0.6306, 0.0661)
C (-0.3188, 0.9002, 0.1327)
C (-0.4591, 2.3489, 0.0825)
C (1.2267, 0.0829, 0.0606)
C (2.2472, 1.0347, 0.0689)
N (3.1142, 1.8163, 0.3013)
H (3.2640, -1.3599, -0.7986)
H (2.9913, -2.1222, 0.6256)
H (2.4774, -2.8845, -0.7796)
H (-0.0894, -2.9293, 0.0401)
H (-2.0450, -1.8799, 0.1051)
H (-2.8927, 0.9330, -1.0558)
H (-3.4964, -0.1159, 0.3706)
H (-2.7723, 1.5612, 0.6491)
H (-0.9705, 2.5609, -0.8209)
H (-1.0734, 2.6060, 1.0505)
H (0.4630, 2.8142, 0.2006)

Atomic forces in eV per Å
C 1.378 -3.978 -2.680
C -0.302 0.912 0.404
C -0.818 -0.959 0.289
C 0.487 -0.806 0.012
N 1.623 -2.515 0.724
C -0.280 2.171 -2.530
C 3.709 -2.365 -0.621
C -1.535 -0.766 3.108
C -5.966 4.353 -0.190
C 4.220 2.937 1.513
N -3.225 -2.724 -1.177
H 0.134 1.053 -0.515
H 0.512 -0.236 2.258
H -0.489 1.397 0.630
H 0.144 0.058 -0.325
H -0.814 0.395 0.037
H -0.487 -0.463 2.019
H 0.458 0.146 0.012
H -0.548 -0.500 -0.079
H -0.597 0.865 -0.765
H 0.839 0.007 -1.951
H 1.557 1.017 -0.175

- Kohn-Sham gap (eV) = 9.257
- largest force on an atom (hartree/bohr) = 0.144
- total charge = +1
- LUMO (eV) = -4.54
- 2S+1 = 1
- energy above the lowest of the compared OMol25 structures with the same formula, charge and spin (kJ/mol) = 280.4
- E_tot (eV) = -12482.504

=====

# C23H24N3O5PPd

A structure of composition C23H24N3O5PPd (ωB97M-V/def2-TZVPD, the Open Molecules 2025 dataset).

CARTESIAN COORDINATES (ANGSTROEM)
Pd (0.9892, -0.1516, 0.3635)
O (0.7964, -2.4675, 0.1138)
C (1.7865, -3.4112, -0.3278)
C (2.4257, -3.0659, -1.6732)
N (3.3535, -1.9395, -1.6467)
C (4.3390, -1.8970, -0.6457)
C (3.7100, -1.1922, 0.6859)
O (3.8283, -1.7936, 1.7154)
O (3.1409, -0.0825, 0.4089)
C (3.2171, -0.8621, -2.5907)
C (2.1169, 0.1782, -2.2033)
O (2.3503, 1.3518, -2.3760)
O (1.0182, -0.3511, -1.7554)
H (0.0367, -2.5297, -0.4803)
H (1.3178, -4.3907, -0.4306)
H (2.5209, -3.4778, 0.4712)
H (1.6658, -2.8604, -2.4245)
H (2.9965, -3.9458, -1.9923)
H (5.1809, -1.2775, -0.9491)
H (4.6556, -2.8952, -0.3548)
H (2.9292, -1.2821, -3.5579)
H (4.1620, -0.3370, -2.6906)
N (-1.2397, 1.9824, -0.0467)
P (-1.3235, 0.3162, 0.6011)
C (-2.6184, -0.3659, -0.4159)
C (-3.8190, -0.8170, 0.1348)
C (-4.7803, -1.3696, -0.6977)
C (-4.5477, -1.4646, -2.0626)
C (-3.3490, -1.0208, -2.6103)
C (-2.3727, -0.4792, -1.7919)
C (-1.8913, 0.5504, 2.2722)
C (-2.9642, 1.3804, 2.6194)
C (-3.3059, 1.5408, 3.9497)
C (-2.5876, 0.8767, 4.9372)
C (-1.5249, 0.0538, 4.6045)
C (-1.1664, -0.1029, 3.2741)
C (-0.1159, 2.6716, -0.2041)
C (-0.1296, 3.9846, -0.7676)
C (1.0582, 4.6608, -0.9102)
C (2.2290, 4.0373, -0.5013)
C (2.1678, 2.7214, 0.0372)
N (1.0435, 2.0743, 0.1904)
H (-2.0979, 2.4200, -0.3686)
H (-3.9981, -0.7498, 1.1994)
H (-5.7118, -1.7258, -0.2797)
H (-5.3047, -1.8927, -2.7061)
H (-3.1770, -1.1017, -3.6751)
H (-1.4286, -0.1475, -2.2086)
H (-3.5442, 1.8859, 1.8556)
H (-4.1358, 2.1790, 4.2204)
H (-2.8623, 1.0057, 5.9754)
H (-0.9719, -0.4617, 5.3773)
H (-0.3320, -0.7478, 3.0171)
H (-1.0737, 4.4193, -1.0700)
H (1.0785, 5.6540, -1.3367)
H (3.1915, 4.5193, -0.5985)
H (3.0685, 2.1934, 0.3266)

Atomic forces in eV per Å
Pd -0.067 0.007 0.070
O 0.025 -0.020 0.014
C 0.006 -0.032 -0.017
C 0.004 0.041 0.012
N -0.002 -0.014 0.009
C 0.002 -0.022 -0.057
C 0.004 0.029 0.028
O 0.001 0.017 -0.023
O -0.018 -0.090 -0.041
C 0.002 0.034 -0.009
C -0.056 -0.072 -0.033
O 0.003 0.029 -0.001
O 0.066 0.043 -0.025
H 0.007 0.012 0.002
H -0.008 0.010 0.005
H -0.008 0.000 0.005
H 0.003 -0.001 0.009
H 0.006 -0.002 -0.005
H -0.004 0.017 0.018
H -0.016 0.010 0.029
H -0.021 0.007 -0.013
H 0.005 -0.006 0.021
N 0.041 -0.003 -0.034
P 0.055 -0.003 0.019
C 0.006 0.070 -0.093
C 0.024 -0.025 -0.027
C 0.004 -0.005 0.013
C -0.022 -0.011 -0.001
C 0.049 0.022 -0.009
C -0.095 -0.022 0.043
C 0.091 0.093 0.272
C -0.034 -0.064 -0.099
C -0.032 0.027 -0.090
C -0.025 0.014 0.083
C 0.062 -0.056 -0.031
C -0.043 0.004 -0.067
C -0.062 -0.081 0.031
C -0.047 0.041 -0.022
C 0.018 0.004 -0.004
C -0.027 0.013 -0.008
C 0.016 -0.050 0.001
N 0.020 -0.014 0.038
H 0.002 0.008 0.002
H -0.004 0.011 0.012
H -0.001 0.004 0.001
H 0.001 0.002 0.000
H 0.002 -0.003 0.003
H 0.042 -0.007 -0.015
H 0.004 0.011 -0.003
H 0.000 0.005 -0.009
H 0.000 -0.004 0.002
H 0.007 -0.002 -0.005
H 0.011 0.004 0.001
H 0.007 0.009 -0.003
H -0.004 0.002 0.002
H 0.002 0.000 -0.002
H -0.002 0.005 0.001

- Kohn-Sham gap (alpha / beta) (eV) = 8.446 / 5.421
- largest force on an atom (hartree/bohr) = 0.006
- total charge = +2
- LUMO (alpha / beta) (eV) = -5.94 / -9.65
- 2S+1 = 5
- energy above the lowest of the compared OMol25 structures with the same formula, charge and spin (kJ/mol) = 0.0
- E_tot (eV) = -51700.104